# 1
Density functional theory data (ωB97M-V/def2-TZVPD) for a 2-piece molecular cluster, C17H16F2NO4S overall in a non-equilibrium geometry.

Its LUMO energy is 2.3 eV. The value obtained for the energy relative to the best compared isomer or geometry (same formula, charge and spin) is 25.79 kcal per mole. The charge is -1. Its multiplicity is 1. For the gap between HOMO and LUMO, the calculation gives 5.89 eV.

CARTESIAN COORDINATES (ANGSTROEM)
F: -2.285 -5.426 2.646
C: -2.843 -4.605 1.732
F: -3.865 -3.901 2.327
S: -1.491 -3.719 0.818
N: -2.089 -2.015 0.793
C: -1.953 -1.131 1.908
O: -1.714 -1.422 3.073
C: -2.049 0.248 1.258
C: -2.217 0.102 -0.129
C: -1.992 1.192 -0.983
C: -1.776 2.476 -0.444
C: -1.442 2.577 0.918
C: -1.567 1.447 1.794
C: -2.211 -1.358 -0.455
O: -2.230 -1.903 -1.538
H: -3.363 -5.263 0.996
H: -2.011 1.021 -2.059
H: -1.698 3.356 -1.088
H: -1.005 3.518 1.279
H: -1.264 1.479 2.849
C: 2.327 2.365 -1.986
C: 2.241 1.122 -1.081
C: 3.645 0.635 -0.645
C: 1.394 1.386 0.203
C: 1.422 0.160 1.109
O: 1.852 0.304 2.258
C: 0.898 -1.008 0.459
C: 0.920 -1.151 -0.961
O: 0.620 -2.230 -1.497
C: 1.426 0.009 -1.866
H: 1.396 2.754 -2.412
H: 2.783 3.240 -1.517
H: 2.950 2.222 -2.875
H: 3.657 -0.277 -0.035
H: 4.355 0.478 -1.464
H: 4.111 1.407 -0.021
H: 1.643 2.265 0.803
H: 0.378 1.541 -0.131
H: 0.483 -1.854 1.003
H: 0.513 0.402 -2.383
H: 2.051 -0.442 -2.656

These are the natural (NBO) partial charges, in e, on atoms 1 to 5: -0.338 0.421 -0.339 0.441 -0.613

# 2
Density functional theory data (ωB97M-V/def2-TZVPD) for one molecule with the formula C17H16N2O6S2 in a non-equilibrium geometry.

Its LUMO energy is -0.7 eV. The SMILES is COc1cccc(/C=C2\SC(=O)N(CC(=O)N[C@H]3C=CS(=O)(=O)C3)C2=O)c1. The value obtained for the energy relative to the best compared isomer or geometry (same formula, charge and spin) is 1.27 kcal per mole. The charge is 0. Its multiplicity is 1. For the gap between HOMO and LUMO, the calculation gives 7.96 eV.

CARTESIAN COORDINATES (ANGSTROEM)
C: -2.452 5.522 3.160
H: -2.953 6.221 3.827
O: -1.592 6.304 2.366
C: -0.830 5.689 1.426
C: -0.005 6.528 0.669
C: 0.807 6.000 -0.314
C: 0.817 4.640 -0.568
C: 0.003 3.786 0.177
C: -0.819 4.326 1.178
H: -1.443 3.655 1.747
C: -0.043 2.361 -0.021
C: 0.566 1.576 -0.933
C: 0.346 0.124 -0.918
O: -0.335 -0.490 -0.126
N: 1.024 -0.481 -1.957
C: 1.798 0.303 -2.771
O: 2.457 -0.067 -3.697
S: 1.649 2.001 -2.245
C: 1.012 -1.924 -2.081
H: 0.024 -2.261 -2.404
C: 1.381 -2.507 -0.710
O: 2.367 -2.148 -0.109
N: 0.532 -3.456 -0.266
H: -0.372 -3.602 -0.705
C: 0.606 -3.948 1.099
C: 0.016 -5.344 1.149
H: 0.286 -5.955 0.295
H: 0.221 -5.856 2.083
S: -1.766 -4.933 1.103
O: -2.585 -5.897 1.775
O: -2.110 -4.592 -0.255
C: -1.540 -3.413 2.036
C: -0.276 -3.056 1.955
H: 0.146 -2.151 2.359
H: -2.357 -2.915 2.516
H: 1.655 -3.895 1.409
H: 1.767 -2.194 -2.823
H: -0.676 1.810 0.669
H: 1.459 4.243 -1.337
H: 1.441 6.656 -0.890
H: -0.023 7.586 0.876
H: -3.200 5.003 2.552
H: -1.895 4.791 3.756

These are the natural (NBO) partial charges, in e, on atoms 1 to 5: -0.254 0.204 -0.488 0.300 -0.235

# 3
Density functional theory data (ωB97M-V/def2-TZVPD) for C17H17AuBrClN3S2 as an isolated structure in a non-equilibrium geometry.

Its LUMO energy is -3.3 eV. The value obtained for the energy relative to the best compared isomer or geometry (same formula, charge and spin) is 149.15 kcal per mole. The charge is +1. Its multiplicity is 1. For the gap between HOMO and LUMO, the calculation gives 7.01 eV.

CARTESIAN COORDINATES (ANGSTROEM)
Au: 1.816 0.266 -0.644
Br: 0.652 -1.620 -3.361
C: 2.503 -1.555 -0.055
C: 3.787 -1.591 0.448
C: 4.356 -2.753 1.001
C: 3.621 -3.890 1.082
C: 2.302 -3.929 0.575
C: 1.562 -5.133 0.668
C: 0.304 -5.236 0.168
C: -0.264 -4.136 -0.492
C: 0.406 -2.940 -0.591
C: 1.730 -2.769 -0.026
H: 4.395 -0.696 0.431
H: 5.372 -2.726 1.374
H: 4.032 -4.789 1.525
H: 2.032 -5.983 1.148
H: -0.249 -6.162 0.244
H: -1.243 -4.227 -0.945
S: -0.472 -1.679 -1.457
C: -2.939 1.638 -2.738
N: -2.236 2.258 0.539
C: -3.432 2.607 0.686
C: -4.684 2.429 -0.124
C: -4.987 2.254 -1.421
C: -4.192 2.033 -2.639
H: -0.189 2.316 -1.198
H: -3.672 3.148 1.615
H: -5.555 2.554 0.511
H: -6.049 2.263 -1.636
H: -4.712 2.104 -3.588
Cl: -1.924 1.382 -1.268
C: -1.901 1.069 -3.386
H: -1.154 1.688 -3.871
H: -1.959 0.042 -3.719
N: 0.793 2.168 1.679
C: 0.668 3.036 0.712
N: 0.267 4.279 0.862
S: 1.159 2.534 -0.932
H: 0.578 2.397 2.639
H: 1.095 1.220 1.445
H: -0.057 4.631 1.750
H: 0.249 4.904 0.074

These are the natural (NBO) partial charges, in e, on atoms 1 to 5: 0.357 -0.085 -0.380 -0.236 -0.216

# 4
Density functional theory data (ωB97M-V/def2-TZVPD) for C17H17BrIrN2O2 as an isolated structure in a non-equilibrium geometry.

Its LUMO energy is -4.7 eV. The value obtained for the energy relative to the best compared isomer or geometry (same formula, charge and spin) is 0.00 kcal per mole. The charge is +1. Its multiplicity is 1. For the gap between HOMO and LUMO, the calculation gives 6.62 eV.

CARTESIAN COORDINATES (ANGSTROEM)
Ir: 1.409 1.157 -0.573
C: 1.828 3.046 -1.409
C: 1.514 2.116 -2.469
C: 2.470 1.085 -2.441
C: 3.385 1.370 -1.369
C: 3.009 2.591 -0.743
H: 1.295 3.947 -1.153
H: 0.656 2.152 -3.119
H: 2.462 0.210 -3.067
H: 4.227 0.768 -1.062
H: 3.546 3.102 0.039
Br: -4.737 -5.015 -1.564
C: -3.431 -3.662 -1.683
C: -2.898 -3.127 -0.519
C: -1.938 -2.134 -0.611
C: -1.513 -1.681 -1.857
C: -2.059 -2.230 -3.015
C: -3.020 -3.220 -2.933
C: -0.480 -0.623 -2.000
O: -0.075 -0.234 -3.072
O: -0.051 -0.141 -0.825
H: -3.233 -3.486 0.443
H: -1.514 -1.706 0.287
H: -1.721 -1.870 -3.977
H: -3.449 -3.649 -3.827
C: -1.561 1.978 3.990
C: -0.478 1.359 3.178
C: 0.355 0.288 3.426
C: 1.179 0.159 2.303
N: 0.879 1.118 1.424
N: -0.143 1.822 1.960
C: 2.239 -0.848 2.017
H: -1.552 1.565 4.995
H: -2.538 1.777 3.547
H: -1.434 3.058 4.063
H: 0.369 -0.324 4.311
H: -0.528 2.611 1.470
H: 2.423 -1.462 2.895
H: 3.173 -0.359 1.737
H: 1.936 -1.509 1.202

These are the natural (NBO) partial charges, in e, on atoms 1 to 5: 0.971 -0.201 -0.177 -0.226 -0.175

# 5
Density functional theory data (ωB97M-V/def2-TZVPD) for C17H17BrRu as an isolated structure in a non-equilibrium geometry.

Its LUMO energy (alpha / beta) is 3.4 / 2.9 eV. The charge is -1. Its multiplicity is 6. For the gap between HOMO and LUMO (alpha / beta), the calculation gives 6.18 / 6.83 eV.

CARTESIAN COORDINATES (ANGSTROEM)
C: -0.654 -1.354 -2.009
C: 0.545 -0.568 -1.952
C: 1.279 -1.015 -0.810
H: 0.714 0.289 -2.670
C: 0.479 -1.956 -0.072
C: -0.730 -2.166 -0.816
H: -1.530 -2.860 -0.542
H: -1.403 -1.376 -2.799
H: 2.304 -0.725 -0.563
H: 0.673 -2.383 0.957
Ru: -1.276 -0.016 -0.135
Br: -1.628 0.793 2.201
C: -3.792 0.374 0.363
C: -3.582 -1.007 0.102
C: -3.209 -1.150 -1.264
H: -3.761 -1.824 0.798
C: -3.147 0.161 -1.847
C: -3.442 1.117 -0.819
H: -3.542 2.188 -0.934
H: -4.279 0.773 1.273
H: -3.121 -2.085 -1.799
H: -2.988 0.373 -2.909
C: 0.518 1.592 -0.068
C: 1.783 1.396 0.782
C: 3.128 1.757 0.381
C: 4.262 1.287 1.099
C: 4.108 0.417 2.204
C: 2.805 0.034 2.584
C: 1.684 0.520 1.883
H: -0.001 2.588 0.095
H: 0.890 1.671 -1.105
H: 3.268 2.337 -0.544
H: 5.275 1.463 0.692
H: 4.999 -0.075 2.668
H: 2.665 -0.699 3.397
H: 0.706 0.130 2.175

These are the natural (NBO) partial charges, in e, on atoms 1 to 5: -0.329 -0.294 -0.251 0.229 -0.325

# 6
Density functional theory data (ωB97M-V/def2-TZVPD) for one molecule with the formula C17H17FN2O2S.

Its LUMO energy is 0.6 eV. The SMILES is CN(C[C@H]1COc2ccccc2O1)C(=S)Nc1ccccc1F. The value obtained for the energy relative to the best compared isomer or geometry (same formula, charge and spin) is 36.84 kcal per mole. The charge is 0. Its multiplicity is 1. For the gap between HOMO and LUMO, the calculation gives 8.80 eV.

CARTESIAN COORDINATES (ANGSTROEM)
C: 0.461 -1.782 2.204
N: 0.703 -0.960 1.035
C: 1.808 -1.214 0.288
S: 2.846 -2.427 0.719
N: 1.971 -0.444 -0.828
C: 3.014 -0.408 -1.749
C: 4.327 -0.799 -1.506
C: 5.285 -0.682 -2.498
C: 4.968 -0.168 -3.743
C: 3.672 0.246 -4.003
C: 2.726 0.120 -3.012
F: 1.449 0.529 -3.254
H: 3.386 0.658 -4.958
H: 5.722 -0.083 -4.509
H: 6.295 -0.996 -2.287
H: 4.592 -1.199 -0.543
H: 1.160 0.070 -1.144
C: -0.153 0.183 0.835
H: -0.599 0.447 1.798
H: 0.422 1.054 0.501
C: -1.303 -0.065 -0.174
C: -2.213 -1.211 0.279
O: -2.773 -0.928 1.540
C: -3.309 0.337 1.613
C: -4.197 0.624 2.641
C: -4.764 1.880 2.738
C: -4.456 2.855 1.803
C: -3.559 2.585 0.788
C: -2.970 1.330 0.692
O: -2.064 1.115 -0.320
H: -3.292 3.330 0.056
H: -4.908 3.833 1.868
H: -5.455 2.094 3.539
H: -4.430 -0.157 3.347
H: -3.010 -1.340 -0.467
H: -1.658 -2.144 0.379
H: -0.913 -0.288 -1.174
H: -0.552 -1.623 2.560
H: 0.594 -2.833 1.947
H: 1.172 -1.541 2.999

These are the natural (NBO) partial charges, in e, on atoms 1 to 5: -0.419 -0.428 0.300 -0.246 -0.599